No. 1
C3H4N2O | ωB97M-V/def2-TZVPD

Values from the calculation:
charge: 0
calculated total energy: -8200.5451 eV
lowest unoccupied orbital energy: 0.2 eV
HOMO level: -8.3173 eV
energy relative to the best compared isomer or geometry (same formula, charge and spin): 77.0 kcal/mol

Cartesian coordinates (Å):
1 N -0.554 1.660 0.450
2 C -0.484 0.412 0.724
3 C 0.050 -0.756 1.050
4 N 0.815 -1.375 0.107
5 C 0.523 -1.033 -1.163
6 O -0.332 -0.227 -1.558
7 H -1.147 1.905 -0.339
8 H 0.206 2.304 0.659
9 H -0.194 -1.297 1.965
10 H 1.118 -1.594 -1.897

No. 2
C20H44Br8N4O4 | ωB97M-V/def2-TZVPD

Values from the calculation:
charge: 0
calculated total energy: -595945.5786 eV
lowest unoccupied orbital energy: 0.3 eV
HOMO level: -9.4048 eV
energy relative to the best compared isomer or geometry (same formula, charge and spin): 0.0 kcal/mol

Cartesian coordinates (Å):
1 Br -2.110 -3.632 -5.054
2 C -1.592 -2.114 -3.969
3 C -1.932 -0.841 -4.610
4 Br -3.902 -0.556 -4.714
5 H -0.472 -2.095 -3.966
6 H -1.955 -2.264 -2.975
7 H -1.487 -0.762 -5.594
8 H -1.653 0.046 -4.041
9 Br 1.881 -6.118 1.018
10 C 1.733 -4.892 2.595
11 C 2.915 -4.016 2.929
12 Br 2.361 -2.910 4.378
13 H 1.367 -5.529 3.367
14 H 0.905 -4.213 2.314
15 H 3.106 -3.382 2.129
16 H 3.800 -4.577 3.180
17 Br -1.858 1.225 2.423
18 C -1.602 0.100 3.891
19 C -0.580 0.695 4.817
20 Br -0.145 -0.677 6.163
21 H -1.301 -0.934 3.568
22 H -2.542 -0.082 4.447
23 H -0.728 1.592 5.402
24 H 0.298 0.887 4.221
25 Br 1.680 -2.532 -0.962
26 C 0.895 -0.824 -0.456
27 C 1.875 0.024 0.323
28 Br 2.050 -0.712 2.067
29 H -0.041 -0.997 0.165
30 H 0.547 -0.434 -1.411
31 H 1.440 0.990 0.306
32 H 2.841 -0.068 -0.099
33 C -0.267 3.693 -2.920
34 C -0.711 2.581 -2.044
35 O -0.067 2.264 -1.020
36 N -1.905 2.025 -2.401
37 C -2.521 0.995 -1.625
38 H -0.425 3.596 -3.979
39 H 0.723 3.975 -2.634
40 H -0.973 4.507 -2.554
41 H -2.391 2.324 -3.225
42 H -3.598 1.024 -1.843
43 H -2.169 1.019 -0.596
44 H -2.170 -0.006 -2.030
45 C 1.279 5.188 4.536
46 C -0.066 4.560 4.651
47 O -0.513 4.185 5.756
48 N -0.797 4.315 3.563
49 C -0.419 4.713 2.232
50 H 1.894 4.520 3.897
51 H 1.646 5.335 5.547
52 H 1.275 6.166 3.959
53 H -1.674 3.807 3.671
54 H -1.261 5.057 1.728
55 H 0.012 3.913 1.674
56 H 0.299 5.478 2.313
57 C 3.079 0.085 -5.031
58 C 2.042 0.690 -4.060
59 O 0.858 0.407 -4.128
60 N 2.541 1.395 -3.003
61 C 3.943 1.581 -2.759
62 H 2.552 -0.193 -5.935
63 H 3.441 -0.753 -4.471
64 H 3.878 0.686 -5.263
65 H 1.914 1.583 -2.220
66 H 4.533 0.846 -3.194
67 H 4.230 1.592 -1.689
68 H 4.314 2.524 -3.311
69 C -1.469 -4.880 -0.678
70 C -1.841 -3.622 0.035
71 O -1.744 -2.474 -0.368
72 N -2.512 -3.891 1.205
73 C -3.348 -2.893 1.826
74 H -2.309 -5.656 -0.647
75 H -0.558 -5.259 -0.188
76 H -1.199 -4.673 -1.710
77 H -2.691 -4.850 1.320
78 H -3.127 -2.783 2.917
79 H -4.373 -3.138 1.630
80 H -3.149 -1.953 1.213

No. 3
CH2IP | ωB97M-V/def2-TZVPD

Values from the calculation:
SMILES: [H]/P=C/I
charge: 0
calculated total energy: -18455.9784 eV
lowest unoccupied orbital energy: -1.5 eV
HOMO level: -9.5100 eV
energy relative to the best compared isomer or geometry (same formula, charge and spin): 45.2 kcal/mol

Cartesian coordinates (Å):
1 C 0.479 -0.697 -0.673
2 P -1.171 -0.833 -0.519
3 I 1.497 -2.278 -2.457
4 H 1.212 0.021 -0.342
5 H -1.666 0.222 0.344

No. 4
C23H29N3O7 | ωB97M-V/def2-TZVPD

Values from the calculation:
SMILES: CCCCOc1ccc(/C=C/C(=O)OCC(=O)c2c(N)n(C)c(=O)n(C)c2=O)cc1OCC
charge: 0
calculated total energy: -43125.6077 eV
lowest unoccupied orbital energy: 0.1 eV
HOMO level: -7.9949 eV
energy relative to the best compared isomer or geometry (same formula, charge and spin): 23.6 kcal/mol

Cartesian coordinates (Å):
1 C 5.118 1.128 0.816
2 H 4.203 1.413 0.300
3 C 6.052 0.383 -0.132
4 H 6.330 1.048 -0.954
5 C 5.424 -0.878 -0.727
6 C 5.235 -2.005 0.293
7 O 4.241 -1.736 1.259
8 C 2.936 -1.732 0.904
9 C 2.408 -2.222 -0.281
10 C 1.044 -2.194 -0.510
11 C 0.166 -1.667 0.434
12 C 0.698 -1.162 1.631
13 C 2.055 -1.187 1.874
14 O 2.662 -0.716 2.994
15 C 1.871 -0.134 4.009
16 C 2.812 0.327 5.112
17 H 2.243 0.775 5.922
18 H 3.512 1.059 4.718
19 H 3.375 -0.520 5.494
20 H 1.309 0.721 3.608
21 H 1.157 -0.872 4.403
22 H 0.027 -0.752 2.366
23 C -1.247 -1.655 0.140
24 C -2.228 -1.095 0.866
25 C -3.612 -1.063 0.398
26 O -4.444 -0.270 0.793
27 O -3.855 -1.968 -0.561
28 C -5.096 -1.883 -1.240
29 C -5.514 -0.458 -1.575
30 O -6.692 -0.142 -1.456
31 C -4.466 0.469 -1.961
32 C -4.652 1.829 -1.692
33 N -5.864 2.313 -1.411
34 H -5.969 3.190 -0.930
35 H -6.577 1.583 -1.301
36 N -3.591 2.684 -1.736
37 C -2.297 2.260 -2.035
38 O -1.359 3.024 -1.980
39 N -2.167 0.960 -2.426
40 C -3.195 0.003 -2.460
41 O -2.967 -1.098 -2.921
42 C -0.832 0.537 -2.813
43 H -0.379 1.305 -3.438
44 H -0.214 0.387 -1.927
45 H -0.932 -0.398 -3.359
46 C -3.764 4.088 -1.418
47 H -4.073 4.218 -0.379
48 H -2.795 4.566 -1.558
49 H -4.495 4.541 -2.089
50 H -5.894 -2.327 -0.634
51 H -4.958 -2.455 -2.161
52 H -2.051 -0.551 1.781
53 H -1.530 -2.135 -0.789
54 H 0.655 -2.584 -1.438
55 H 3.055 -2.638 -1.037
56 H 6.150 -2.130 0.879
57 H 5.026 -2.952 -0.221
58 H 4.457 -0.624 -1.168
59 H 6.069 -1.259 -1.522
60 H 6.968 0.111 0.397
61 H 5.600 2.032 1.182
62 H 4.854 0.506 1.666

No. 5
C5H6FNO | ωB97M-V/def2-TZVPD

Values from the calculation:
SMILES: N#C/C(=C\CF)CO
charge: 0
calculated total energy: -11533.9130 eV
lowest unoccupied orbital energy: 0.1 eV
HOMO level: -10.2231 eV
energy relative to the best compared isomer or geometry (same formula, charge and spin): 97.9 kcal/mol

Cartesian coordinates (Å):
1 C 0.723 1.571 0.154
2 C 0.284 0.188 0.356
3 C -0.802 -0.320 -0.177
4 C -0.961 -1.879 -0.255
5 C 0.929 -0.637 1.305
6 H 0.625 2.857 -1.200
7 H 0.509 2.302 0.935
8 H 1.804 1.537 -0.189
9 H -1.557 0.048 -0.985
10 H -1.882 -2.393 0.444
11 H 0.059 -2.489 -0.130
12 N 1.568 -0.894 2.334
13 O 0.076 2.122 -0.959
14 F -1.376 -2.013 -1.635

No. 6
C33H28Br2N2O4P2Sc | ωB97M-V/def2-TZVPD

Values from the calculation:
charge: +1
calculated total energy: -225209.3470 eV
lowest unoccupied orbital energy: -3.1 eV
HOMO level: -11.4041 eV
energy relative to the best compared isomer or geometry (same formula, charge and spin): 0.0 kcal/mol

Cartesian coordinates (Å):
1 Sc 0.892 -1.769 0.329
2 O -0.597 -3.711 -2.963
3 C -0.336 -3.351 -1.849
4 O 0.735 -2.684 -1.453
5 C -1.279 -3.607 -0.681
6 C -2.523 -4.214 -0.723
7 C -3.246 -4.287 0.464
8 C -2.730 -3.756 1.647
9 C -1.485 -3.159 1.590
10 N -0.815 -3.104 0.449
11 C -0.750 -2.448 2.712
12 O -1.198 -2.393 3.828
13 O 0.365 -1.889 2.280
14 H -2.897 -4.605 -1.659
15 H -4.222 -4.753 0.469
16 H -3.271 -3.788 2.582
17 Br 3.768 -1.996 0.130
18 C 3.861 -3.918 0.387
19 Br 2.230 -4.555 1.161
20 H 4.679 -4.112 1.067
21 H 3.997 -4.369 -0.587
22 C -0.399 2.742 0.835
23 N -0.025 1.526 0.093
24 P 1.586 0.970 0.086
25 C 2.377 1.799 -1.316
26 C 3.621 1.354 -1.757
27 C 4.258 1.989 -2.810
28 C 3.652 3.073 -3.433
29 C 2.410 3.517 -3.004
30 C 1.771 2.882 -1.949
31 C 2.433 1.636 1.535
32 C 2.286 0.947 2.741
33 C 2.883 1.431 3.895
34 C 3.633 2.598 3.847
35 C 3.784 3.285 2.651
36 C 3.186 2.809 1.495
37 P -1.006 0.124 -0.017
38 C -2.507 0.547 0.892
39 C -2.611 0.255 2.248
40 C -3.730 0.658 2.965
41 C -4.741 1.362 2.333
42 C -4.636 1.675 0.983
43 C -3.525 1.272 0.263
44 C -1.536 -0.068 -1.741
45 C -2.696 -0.794 -2.021
46 C -2.996 -1.151 -3.326
47 C -2.140 -0.798 -4.359
48 C -0.983 -0.082 -4.086
49 C -0.677 0.275 -2.781
50 H 0.326 3.527 0.621
51 H -0.413 2.565 1.912
52 H -1.380 3.087 0.517
53 H 4.102 0.509 -1.278
54 H 5.223 1.638 -3.150
55 H 4.147 3.567 -4.258
56 H 1.936 4.357 -3.494
57 H 0.791 3.215 -1.632
58 H 1.689 0.042 2.793
59 H 2.764 0.897 4.828
60 H 4.103 2.973 4.747
61 H 4.370 4.194 2.617
62 H 3.314 3.345 0.562
63 H -1.821 -0.264 2.773
64 H -3.800 0.420 4.018
65 H -5.613 1.675 2.892
66 H -5.420 2.234 0.491
67 H -3.451 1.515 -0.790
68 H -3.369 -1.079 -1.220
69 H -3.898 -1.710 -3.537
70 H -2.370 -1.087 -5.375
71 H -0.312 0.191 -4.889
72 H 0.232 0.829 -2.585

No. 7
C15H56F6N27O19S2 | ωB97M-V/def2-TZVPD

Values from the calculation:
charge: -1
calculated total energy: -133589.8765 eV
lowest unoccupied orbital energy: 1.5 eV
HOMO level: -7.2940 eV
energy relative to the best compared isomer or geometry (same formula, charge and spin): 28.2 kcal/mol

Cartesian coordinates (Å):
1 C 1.058 -1.245 1.602
2 F 0.329 -2.216 2.135
3 F 2.106 -0.998 2.345
4 F 1.440 -1.695 0.390
5 S 0.022 0.303 1.349
6 O -0.853 0.353 2.489
7 O 0.935 1.422 1.371
8 N -0.773 0.103 -0.178
9 S -2.017 1.104 -0.095
10 O -3.068 0.736 0.807
11 O -1.604 2.490 -0.074
12 C -2.783 0.749 -1.769
13 F -3.340 -0.460 -1.728
14 F -3.829 1.588 -1.898
15 F -1.936 0.872 -2.767
16 O -1.451 -1.118 5.887
17 H -0.966 -0.669 5.186
18 H -0.775 -1.485 6.486
19 O 0.556 -1.061 -2.337
20 H 0.128 -0.632 -1.558
21 H 0.060 -1.869 -2.497
22 C -2.710 5.370 -3.367
23 O -2.449 6.053 -4.345
24 N -1.979 4.260 -3.047
25 N -3.702 5.685 -2.469
26 H -2.110 3.963 -2.094
27 H -1.234 4.034 -3.677
28 H -3.890 5.064 -1.706
29 H -4.095 6.599 -2.584
30 C 1.827 2.160 4.672
31 O 2.766 2.855 4.283
32 N 0.631 2.652 5.125
33 N 1.979 0.810 4.801
34 H 0.535 3.650 5.175
35 H 0.172 2.177 5.886
36 H 2.832 0.409 4.474
37 H 1.149 0.385 5.177
38 C -3.951 2.306 -6.254
39 O -2.909 1.686 -6.459
40 N -4.394 2.617 -4.998
41 N -4.710 2.846 -7.254
42 H -5.328 2.984 -5.041
43 H -3.950 2.423 -4.122
44 H -4.549 2.461 -8.167
45 H -5.486 3.467 -7.138
46 C -2.305 -3.516 -0.162
47 O -2.902 -4.582 -0.142
48 N -1.235 -3.329 -1.014
49 N -2.464 -2.485 0.707
50 H -1.310 -3.913 -1.830
51 H -0.647 -2.522 -0.938
52 H -3.083 -2.536 1.495
53 H -1.966 -1.632 0.496
54 C 0.695 -4.276 5.300
55 O 0.510 -3.727 6.392
56 N -0.160 -3.994 4.277
57 N 1.733 -5.117 5.076
58 H -0.931 -3.418 4.581
59 H -0.191 -4.495 3.408
60 H 1.961 -5.511 4.181
61 H 2.271 -5.330 5.895
62 C 2.470 2.114 -1.894
63 O 3.131 2.662 -2.747
64 N 1.094 2.117 -1.877
65 N 2.932 1.392 -0.821
66 H 0.710 2.666 -2.622
67 H 0.514 1.611 -1.225
68 H 3.914 1.201 -0.701
69 H 2.330 1.418 -0.008
70 C 4.935 -4.480 1.488
71 O 6.148 -4.382 1.443
72 N 4.060 -3.736 0.731
73 N 4.280 -5.375 2.302
74 H 4.474 -2.963 0.250
75 H 3.073 -3.899 0.675
76 H 4.809 -6.089 2.767
77 H 3.302 -5.551 2.133
78 C -0.777 5.416 2.485
79 O -1.795 5.248 3.147
80 N 0.089 6.457 2.680
81 N -0.321 4.465 1.610
82 H 0.912 6.527 2.111
83 H 0.042 6.953 3.548
84 H 0.446 4.664 0.998
85 H -0.859 3.621 1.518
86 C 1.409 0.435 -5.610
87 O 1.809 0.949 -6.645
88 N 0.721 1.098 -4.624
89 N 1.581 -0.899 -5.383
90 H 0.807 0.637 -3.732
91 H 0.524 2.074 -4.703
92 H 1.889 -1.427 -6.176
93 H 1.306 -1.349 -4.532
94 C -2.247 -1.710 -6.823
95 O -2.102 -2.915 -6.652
96 N -1.741 -0.762 -5.985
97 N -2.881 -1.177 -7.906
98 H -2.088 0.199 -6.074
99 H -1.383 -0.982 -5.075
100 H -3.222 -0.232 -7.895
101 H -3.223 -1.787 -8.623
102 C -2.876 2.268 4.951
103 O -3.066 1.195 5.509
104 N -2.825 3.460 5.656
105 N -2.533 2.442 3.643
106 H -2.913 4.304 5.112
107 H -3.029 3.508 6.634
108 H -2.482 3.383 3.284
109 H -2.540 1.654 3.021
110 C 5.706 0.530 1.453
111 O 5.970 1.138 0.429
112 N 5.028 -0.673 1.436
113 N 6.015 0.972 2.706
114 H 4.768 -1.054 0.553
115 H 4.908 -1.097 2.335
116 H 5.671 0.511 3.527
117 H 6.488 1.847 2.825
118 C 1.158 -6.287 1.197
119 O 1.251 -5.974 2.391
120 N 1.954 -7.242 0.619
121 N 0.211 -5.754 0.397
122 H 2.441 -7.875 1.223
123 H 2.087 -7.259 -0.374
124 H 0.217 -6.020 -0.570
125 H -0.341 -4.994 0.750

No. 8
C3H6N2O | ωB97M-V/def2-TZVPD

Values from the calculation:
SMILES: CN/N=C/C=O
charge: 0
calculated total energy: -8233.0181 eV
lowest unoccupied orbital energy: 0.2 eV
HOMO level: -8.9080 eV
energy relative to the best compared isomer or geometry (same formula, charge and spin): 84.9 kcal/mol

Cartesian coordinates (Å):
1 C -0.468 1.180 -1.776
2 C 0.100 -0.811 1.097
3 C 1.235 -1.075 2.011
4 H -1.099 0.954 -2.804
5 H 0.738 1.099 -2.011
6 H -0.805 2.319 -1.373
7 H -1.629 -0.235 -0.541
8 H -0.875 -1.410 1.155
9 H 0.988 -1.673 2.920
10 N -0.745 0.176 -0.746
11 N 0.225 0.040 0.171
12 O 2.335 -0.563 1.899